Molecular formula: C5H3NS
Method: DFT, ωB97M-V with the def2-TZVPD basis set

Positions of all 10 atoms, in Å:
1 C 1.087 0.226 -0.013
2 C 0.090 1.174 -0.002
3 C 0.851 -1.186 -0.005
4 C -1.187 0.651 -0.001
5 C -1.775 -0.516 0.003
6 N -0.147 -1.954 0.004
7 S -3.110 0.602 0.003
8 H 2.112 0.557 -0.015
9 H 0.309 2.232 0.012
10 H 1.772 -1.785 0.013

- frontier orbital gap (spin up / spin down) (eV) = 6.430 / 6.438
- relative energy (zero: lowest compared OMol25 entry of this formula, charge and spin) (kcal per mole) = 71.6
- charge = 0
- multiplicity = 1

Molecular formula: C22H27FN4O8Ti
Method: DFT, ωB97M-V with the def2-TZVPD basis set

Positions of all 63 atoms, in Å:
1 Ti -0.015 -0.469 -0.409
2 O -1.490 -2.169 0.024
3 C -1.672 -2.313 1.439
4 C -1.615 -0.960 2.136
5 N -0.362 -0.268 1.808
6 C 0.807 -0.895 2.451
7 C 1.447 -1.968 1.563
8 O 2.037 -2.899 2.059
9 O 1.296 -1.737 0.287
10 C -0.396 1.185 2.026
11 C 0.687 1.837 1.150
12 O 1.269 2.826 1.533
13 O 0.873 1.234 0.004
14 H -2.234 -1.664 -0.340
15 H -0.876 -2.976 1.776
16 H -2.627 -2.801 1.648
17 H -1.727 -1.096 3.219
18 H -2.438 -0.339 1.778
19 H 0.556 -1.320 3.426
20 H 1.572 -0.131 2.609
21 H -0.251 1.463 3.072
22 H -1.360 1.565 1.681
23 C -3.968 0.016 -7.014
24 C -2.900 1.000 -6.544
25 N -2.106 0.502 -5.445
26 C -2.376 0.968 -4.167
27 C -1.709 0.542 -3.081
28 C -2.145 1.063 -1.750
29 O -2.777 2.090 -1.628
30 O -1.831 0.283 -0.721
31 C -0.654 -0.434 -3.238
32 O 0.100 -0.792 -2.227
33 C -0.374 -0.939 -4.531
34 C 0.611 -1.911 -4.763
35 C 0.894 -2.330 -6.049
36 F 1.840 -3.298 -6.206
37 C 0.277 -1.811 -7.166
38 C -0.752 -0.862 -6.933
39 C -1.089 -0.437 -5.662
40 N 0.687 -2.219 -8.483
41 C 2.104 -2.024 -8.739
42 C 2.443 -0.548 -8.864
43 N 1.658 0.005 -10.030
44 C 0.176 -0.210 -9.858
45 C -0.084 -1.694 -9.582
46 H -4.516 0.421 -7.867
47 H -4.676 -0.174 -6.207
48 H -3.530 -0.939 -7.303
49 H -3.377 1.922 -6.209
50 H -2.241 1.284 -7.374
51 H -3.167 1.698 -4.077
52 H 1.147 -2.343 -3.930
53 H -1.339 -0.499 -7.763
54 H 2.372 -2.551 -9.664
55 H 2.698 -2.458 -7.941
56 H 3.498 -0.361 -9.057
57 H 2.120 -0.007 -7.974
58 H 1.969 -0.468 -10.881
59 H 1.852 0.998 -10.150
60 H -0.317 0.130 -10.769
61 H -0.122 0.415 -9.018
62 H 0.162 -2.270 -10.482
63 H -1.149 -1.829 -9.399

- frontier orbital gap (spin up / spin down) (eV) = 2.881 / 2.883
- relative energy (zero: lowest compared OMol25 entry of this formula, charge and spin) (kcal per mole) = 0.0
- charge = 0
- multiplicity = 1

Molecular formula: C3H6N3
Method: DFT, ωB97M-V with the def2-TZVPD basis set

Positions of all 12 atoms, in Å:
1 C -4.425 -0.483 0.059
2 C 1.513 -0.249 -0.069
3 C 0.222 0.509 0.007
4 N -0.852 -0.282 -0.025
5 N -2.379 0.749 0.082
6 N -3.417 0.080 0.051
7 H -5.249 -1.002 -0.284
8 H 2.324 0.277 -0.532
9 H 1.765 -0.319 0.984
10 H 1.253 -1.182 -0.555
11 H 0.324 1.381 -0.821
12 H 0.340 1.207 1.011

- frontier orbital gap (spin up / spin down) (eV) = 9.296 / 7.026
- relative energy (zero: lowest compared OMol25 entry of this formula, charge and spin) (kcal per mole) = 194.5
- charge = +1
- multiplicity = 1

Molecular formula: C5H11N2O2S
Method: DFT, ωB97M-V with the def2-TZVPD basis set

Positions of all 21 atoms, in Å:
1 C 0.449 1.054 0.753
2 C -0.620 -1.731 0.263
3 C -2.391 -0.018 0.272
4 C -1.837 1.475 0.184
5 C -1.382 -0.964 -0.497
6 N -0.702 1.563 1.087
7 N 3.336 -0.534 -1.271
8 O 2.166 -0.729 1.513
9 O 0.780 0.513 -0.430
10 S 2.213 0.359 0.658
11 H 0.203 -2.313 -0.161
12 H -0.394 -1.550 1.332
13 H -2.547 -0.355 1.260
14 H -3.333 -0.083 -0.284
15 H -1.379 1.534 -0.830
16 H -2.596 2.237 0.523
17 H -1.311 -0.909 -1.534
18 H -0.786 2.124 2.006
19 H 4.011 -1.235 -1.124
20 H 3.665 0.257 -1.833
21 H 2.456 -0.695 -1.887

- frontier orbital gap (spin up / spin down) (eV) = 4.958 / 8.851
- ⟨S²⟩ = 2.01
- relative energy (zero: lowest compared OMol25 entry of this formula, charge and spin) (kcal per mole) = 81.2
- charge = +1
- multiplicity = 3

Molecular formula: C26H33ClDyN2O2S
Method: DFT, ωB97M-V with the def2-TZVPD basis set

Positions of all 66 atoms, in Å:
1 Dy -0.503 -0.224 -0.051
2 Cl 1.657 -0.284 -1.275
3 N -0.132 2.176 -0.290
4 N -0.196 -2.592 -0.086
5 C -0.962 2.908 -1.016
6 C -0.817 -3.230 -1.056
7 C 0.982 3.082 0.113
8 C 0.320 4.451 -0.019
9 C 2.145 3.010 -0.864
10 C 1.448 2.754 1.524
11 H 1.825 3.314 -1.874
12 H 2.535 1.987 -0.913
13 H 2.929 3.701 -0.519
14 H 0.600 2.780 2.218
15 H 2.194 3.503 1.827
16 H 1.909 1.756 1.561
17 C 0.787 -3.521 0.543
18 C 0.482 -4.840 -0.161
19 C 0.534 -3.591 2.038
20 C 2.215 -3.076 0.279
21 H 2.409 -3.044 -0.799
22 H 2.895 -3.801 0.747
23 H 2.403 -2.078 0.694
24 H -0.520 -3.823 2.228
25 H 0.755 -2.632 2.518
26 H 1.173 -4.371 2.472
27 O -0.462 -4.488 -1.239
28 H -0.024 -5.566 0.490
29 H 1.345 -5.314 -0.639
30 O -0.772 4.215 -0.971
31 H 0.944 5.250 -0.434
32 H -0.118 4.794 0.925
33 C -2.061 2.373 -1.878
34 C -1.883 -2.638 -1.939
35 C -1.493 -1.328 -2.601
36 H -2.756 -2.463 -1.292
37 H -2.158 -3.390 -2.683
38 C -1.733 -0.109 -2.001
39 C -1.597 1.124 -2.590
40 H 0.248 -0.648 2.097
41 C -0.890 1.160 -3.814
42 C -0.518 -0.048 -4.403
43 C -0.539 2.466 -4.452
44 C -0.800 -1.288 -3.834
45 H 0.001 -0.014 -5.366
46 C -0.394 -2.554 -4.507
47 H 0.014 -2.336 -5.499
48 H -1.245 -3.232 -4.626
49 H 0.372 -3.089 -3.928
50 H -1.373 3.178 -4.451
51 H -0.233 2.296 -5.490
52 H 0.307 2.945 -3.935
53 H -2.375 3.155 -2.576
54 H -2.895 2.140 -1.199
55 S -1.088 -0.605 2.538
56 C -0.784 0.152 4.087
57 C 0.550 0.230 4.535
58 C 0.832 0.865 5.743
59 C -0.199 1.420 6.500
60 C -1.533 1.270 6.103
61 C -1.828 0.667 4.880
62 H 1.349 -0.129 3.891
63 H 1.870 0.942 6.068
64 H 0.043 1.964 7.414
65 H -2.338 1.659 6.732
66 H -2.850 0.657 4.504

- frontier orbital gap (spin up / spin down) (eV) = 3.187 / 3.653
- ⟨S²⟩ = 9.62
- relative energy (zero: lowest compared OMol25 entry of this formula, charge and spin) (kcal per mole) = 0.0
- charge = -1
- multiplicity = 6

Molecular formula: C10H13NO
Method: DFT, ωB97M-V with the def2-TZVPD basis set

Positions of all 25 atoms, in Å:
1 C 1.551 -1.131 0.035
2 C 0.323 -0.448 0.063
3 C 0.197 2.812 2.181
4 C 1.582 2.731 2.575
5 C -0.224 1.728 1.378
6 C 2.433 1.666 2.123
7 C 0.541 0.672 0.948
8 C 1.897 0.613 1.406
9 N 2.472 -0.492 0.856
10 C -0.795 -0.733 -2.153
11 C -0.895 -0.874 -0.622
12 H 1.859 -1.987 -0.565
13 H -0.307 3.730 2.511
14 H 1.923 3.476 3.306
15 H -1.246 1.754 0.977
16 H 3.473 1.572 2.459
17 H 3.457 -0.695 1.042
18 H -0.774 0.297 -2.548
19 H -1.657 -1.261 -2.594
20 H 0.130 -1.248 -2.464
21 H -1.716 -0.199 -0.312
22 H -1.155 -1.896 -0.285
23 O -4.080 -3.546 -3.212
24 H -4.853 -3.953 -3.667
25 H -4.136 -2.589 -3.437

- frontier orbital gap (eV) = 8.393
- relative energy (zero: lowest compared OMol25 entry of this formula, charge and spin) (kcal per mole) = 8.9
- charge = 0
- multiplicity = 1

Molecular formula: C18H31Cl2FeN2O4
Method: DFT, ωB97M-V with the def2-TZVPD basis set

Positions of all 58 atoms, in Å:
1 O 0.013 1.917 -1.533
2 C -0.905 1.790 -2.420
3 C -0.564 2.303 -3.751
4 C 0.651 3.020 -3.943
5 H 1.318 3.195 -3.093
6 C 1.006 3.472 -5.205
7 H 1.939 4.026 -5.338
8 C 0.172 3.231 -6.311
9 H 0.452 3.612 -7.299
10 C -1.010 2.496 -6.134
11 H -1.640 2.298 -7.002
12 C -1.373 2.036 -4.874
13 H -2.266 1.433 -4.736
14 H -1.796 1.175 -2.193
15 C -2.911 2.476 -0.258
16 C -2.100 1.409 0.299
17 H -3.765 2.713 0.405
18 H -3.308 2.233 -1.254
19 H -2.307 3.395 -0.343
20 C -2.121 0.793 1.482
21 C -3.077 0.991 2.649
22 H -1.376 0.024 1.713
23 H -3.761 1.843 2.531
24 H -2.489 1.144 3.560
25 H -3.653 0.076 2.831
26 Fe 0.476 0.806 -0.189
27 Cl 1.303 1.938 1.569
28 Cl -0.346 -1.170 -0.893
29 H 4.060 -0.385 -1.544
30 H 5.264 1.122 -0.052
31 C 3.190 -0.241 -0.891
32 C 4.537 1.017 0.757
33 N 3.669 -0.107 0.476
34 H 2.509 -1.093 -0.971
35 C 3.102 -0.788 1.498
36 O 2.154 -1.569 1.407
37 H 5.051 0.825 1.703
38 H 3.581 -0.554 2.476
39 H 2.675 0.682 -1.228
40 H 3.965 1.950 0.854
41 H -1.593 -5.822 2.935
42 H -0.001 -5.656 0.835
43 C -2.119 -4.950 2.528
44 C -0.665 -4.834 0.536
45 N -1.217 -4.174 1.705
46 H -2.476 -4.320 3.343
47 C -0.953 -2.884 2.002
48 O -1.478 -2.250 2.931
49 H -0.096 -4.108 -0.050
50 H -0.201 -2.425 1.340
51 H -2.962 -5.316 1.928
52 H -1.468 -5.254 -0.085
53 C 0.866 -0.904 4.399
54 O 0.271 0.338 4.077
55 H 1.418 -1.364 3.565
56 H 0.047 -1.575 4.677
57 H 1.546 -0.773 5.257
58 H 0.763 0.740 3.323

- frontier orbital gap (spin up / spin down) (eV) = 6.425 / 6.579
- ⟨S²⟩ = 8.78
- relative energy (zero: lowest compared OMol25 entry of this formula, charge and spin) (kcal per mole) = 0.0
- charge = 0
- multiplicity = 6

Molecular formula: C5H8O2
Method: DFT, ωB97M-V with the def2-TZVPD basis set

Positions of all 15 atoms, in Å:
1 C -1.904 -0.231 -0.319
2 C -0.692 0.582 0.176
3 O -0.194 0.596 1.558
4 C 1.158 0.452 1.077
5 C 1.308 -0.928 0.537
6 C 0.687 0.153 -0.310
7 O 1.341 0.483 -1.498
8 H -1.694 -1.305 -0.377
9 H -2.782 -0.060 0.304
10 H -2.195 0.088 -1.344
11 H -0.889 1.638 -0.014
12 H 1.960 1.103 1.432
13 H 2.305 -1.137 0.152
14 H 0.745 -1.760 0.940
15 H 0.847 0.325 -2.313

- frontier orbital gap (eV) = 10.142
- relative energy (zero: lowest compared OMol25 entry of this formula, charge and spin) (kcal per mole) = 66.3
- charge = 0
- multiplicity = 1

Copy entry 7 word for word.
Molecular formula: C18H31Cl2FeN2O4
Method: DFT, ωB97M-V with the def2-TZVPD basis set

Positions of all 58 atoms, in Å:
1 O 0.013 1.917 -1.533
2 C -0.905 1.790 -2.420
3 C -0.564 2.303 -3.751
4 C 0.651 3.020 -3.943
5 H 1.318 3.195 -3.093
6 C 1.006 3.472 -5.205
7 H 1.939 4.026 -5.338
8 C 0.172 3.231 -6.311
9 H 0.452 3.612 -7.299
10 C -1.010 2.496 -6.134
11 H -1.640 2.298 -7.002
12 C -1.373 2.036 -4.874
13 H -2.266 1.433 -4.736
14 H -1.796 1.175 -2.193
15 C -2.911 2.476 -0.258
16 C -2.100 1.409 0.299
17 H -3.765 2.713 0.405
18 H -3.308 2.233 -1.254
19 H -2.307 3.395 -0.343
20 C -2.121 0.793 1.482
21 C -3.077 0.991 2.649
22 H -1.376 0.024 1.713
23 H -3.761 1.843 2.531
24 H -2.489 1.144 3.560
25 H -3.653 0.076 2.831
26 Fe 0.476 0.806 -0.189
27 Cl 1.303 1.938 1.569
28 Cl -0.346 -1.170 -0.893
29 H 4.060 -0.385 -1.544
30 H 5.264 1.122 -0.052
31 C 3.190 -0.241 -0.891
32 C 4.537 1.017 0.757
33 N 3.669 -0.107 0.476
34 H 2.509 -1.093 -0.971
35 C 3.102 -0.788 1.498
36 O 2.154 -1.569 1.407
37 H 5.051 0.825 1.703
38 H 3.581 -0.554 2.476
39 H 2.675 0.682 -1.228
40 H 3.965 1.950 0.854
41 H -1.593 -5.822 2.935
42 H -0.001 -5.656 0.835
43 C -2.119 -4.950 2.528
44 C -0.665 -4.834 0.536
45 N -1.217 -4.174 1.705
46 H -2.476 -4.320 3.343
47 C -0.953 -2.884 2.002
48 O -1.478 -2.250 2.931
49 H -0.096 -4.108 -0.050
50 H -0.201 -2.425 1.340
51 H -2.962 -5.316 1.928
52 H -1.468 -5.254 -0.085
53 C 0.866 -0.904 4.399
54 O 0.271 0.338 4.077
55 H 1.418 -1.364 3.565
56 H 0.047 -1.575 4.677
57 H 1.546 -0.773 5.257
58 H 0.763 0.740 3.323

- frontier orbital gap (spin up / spin down) (eV) = 6.425 / 6.579
- ⟨S²⟩ = 8.78
- relative energy (zero: lowest compared OMol25 entry of this formula, charge and spin) (kcal per mole) = 0.0
- charge = 0
- multiplicity = 6

> What is the relative energy (zero: lowest compared OMol25 entry of this formula, charge and spin) in the sixth record?

8.9 kcal per mole

Repeat the fifth record exactly.
Molecular formula: C26H33ClDyN2O2S
Method: DFT, ωB97M-V with the def2-TZVPD basis set

Positions of all 66 atoms, in Å:
1 Dy -0.503 -0.224 -0.051
2 Cl 1.657 -0.284 -1.275
3 N -0.132 2.176 -0.290
4 N -0.196 -2.592 -0.086
5 C -0.962 2.908 -1.016
6 C -0.817 -3.230 -1.056
7 C 0.982 3.082 0.113
8 C 0.320 4.451 -0.019
9 C 2.145 3.010 -0.864
10 C 1.448 2.754 1.524
11 H 1.825 3.314 -1.874
12 H 2.535 1.987 -0.913
13 H 2.929 3.701 -0.519
14 H 0.600 2.780 2.218
15 H 2.194 3.503 1.827
16 H 1.909 1.756 1.561
17 C 0.787 -3.521 0.543
18 C 0.482 -4.840 -0.161
19 C 0.534 -3.591 2.038
20 C 2.215 -3.076 0.279
21 H 2.409 -3.044 -0.799
22 H 2.895 -3.801 0.747
23 H 2.403 -2.078 0.694
24 H -0.520 -3.823 2.228
25 H 0.755 -2.632 2.518
26 H 1.173 -4.371 2.472
27 O -0.462 -4.488 -1.239
28 H -0.024 -5.566 0.490
29 H 1.345 -5.314 -0.639
30 O -0.772 4.215 -0.971
31 H 0.944 5.250 -0.434
32 H -0.118 4.794 0.925
33 C -2.061 2.373 -1.878
34 C -1.883 -2.638 -1.939
35 C -1.493 -1.328 -2.601
36 H -2.756 -2.463 -1.292
37 H -2.158 -3.390 -2.683
38 C -1.733 -0.109 -2.001
39 C -1.597 1.124 -2.590
40 H 0.248 -0.648 2.097
41 C -0.890 1.160 -3.814
42 C -0.518 -0.048 -4.403
43 C -0.539 2.466 -4.452
44 C -0.800 -1.288 -3.834
45 H 0.001 -0.014 -5.366
46 C -0.394 -2.554 -4.507
47 H 0.014 -2.336 -5.499
48 H -1.245 -3.232 -4.626
49 H 0.372 -3.089 -3.928
50 H -1.373 3.178 -4.451
51 H -0.233 2.296 -5.490
52 H 0.307 2.945 -3.935
53 H -2.375 3.155 -2.576
54 H -2.895 2.140 -1.199
55 S -1.088 -0.605 2.538
56 C -0.784 0.152 4.087
57 C 0.550 0.230 4.535
58 C 0.832 0.865 5.743
59 C -0.199 1.420 6.500
60 C -1.533 1.270 6.103
61 C -1.828 0.667 4.880
62 H 1.349 -0.129 3.891
63 H 1.870 0.942 6.068
64 H 0.043 1.964 7.414
65 H -2.338 1.659 6.732
66 H -2.850 0.657 4.504

- frontier orbital gap (spin up / spin down) (eV) = 3.187 / 3.653
- ⟨S²⟩ = 9.62
- relative energy (zero: lowest compared OMol25 entry of this formula, charge and spin) (kcal per mole) = 0.0
- charge = -1
- multiplicity = 6

> Which formula does entry 3 have?

C3H6N3